This record from the Open Molecules 2025 dataset describes a cluster of 8 separate species, C16H48O8 in total at a distorted geometry. The level of theory is wB97M-V/def2-TZVPD.

Computed properties:
- E_LUMO (eV) = 0.34
- Kohn-Sham gap (eV) = 9.81
- total charge = 0
- SMILES string = CCO.CCO.CCO.CCO.CCO.CCO.CCO.CCO
- HOMO (eV) = -9.47

Element x y z (Å)
1 C 0.27717 0.32108 1.20762
2 C 1.10745 -0.37793 0.16620
3 O 0.32835 -0.53497 -1.02489
4 H -0.45638 -0.29702 1.72284
5 H -0.17413 1.28028 0.93889
6 H 0.95265 0.69612 1.99184
7 H 1.41818 -1.34731 0.56959
8 H 2.01139 0.17323 -0.10431
9 H 0.70214 -1.26113 -1.54653
10 C -2.28109 -1.64059 -4.80420
11 C -1.80936 -2.74493 -3.89444
12 O -0.52820 -3.23092 -4.36352
13 H -1.72778 -0.72126 -4.64152
14 H -3.34617 -1.51220 -4.59667
15 H -2.17499 -1.95605 -5.84371
16 H -2.53072 -3.56390 -3.85903
17 H -1.60598 -2.33903 -2.89670
18 H -0.28758 -4.04362 -3.91561
19 C 3.92834 -2.10574 -1.70185
20 C 3.11565 -3.02911 -2.60384
21 O 1.70927 -2.76649 -2.42917
22 H 4.99760 -2.09011 -1.91150
23 H 3.78039 -2.42301 -0.66973
24 H 3.57427 -1.08597 -1.86216
25 H 3.31038 -4.06931 -2.34080
26 H 3.30889 -2.84286 -3.65976
27 H 1.31608 -3.46838 -1.90374
28 C 1.43628 -0.13127 -6.87669
29 C 1.80585 -1.04456 -5.73520
30 O 0.95092 -0.71070 -4.62420
31 H 0.40213 -0.12672 -7.22311
32 H 2.01833 -0.38803 -7.77111
33 H 1.67253 0.90117 -6.61604
34 H 2.81667 -0.76626 -5.40605
35 H 1.73707 -2.10947 -5.96678
36 H 0.96912 -1.44336 -3.99118
37 C -1.53551 0.46984 5.02646
38 C -2.71426 0.11471 4.13200
39 O -3.51848 1.23647 3.79553
40 H -1.17537 -0.28992 5.71640
41 H -1.97023 1.20872 5.71150
42 H -0.76823 0.90339 4.38862
43 H -3.28004 -0.75302 4.49333
44 H -2.43839 -0.32616 3.15621
45 H -2.97689 2.02746 3.89197
46 C -4.63868 -0.91475 -0.05978
47 C -3.18882 -0.52146 -0.00357
48 O -2.39128 -1.67453 -0.28558
49 H -4.95480 -1.21024 -1.06241
50 H -5.27960 -0.11094 0.30549
51 H -4.80514 -1.77908 0.58821
52 H -2.99489 -0.20509 1.02938
53 H -2.97924 0.29313 -0.70140
54 H -1.48771 -1.34033 -0.38902
55 C 0.53689 4.68968 0.75691
56 C -0.13812 4.52816 2.12508
57 O -1.51302 4.84673 2.02551
58 H -0.01123 4.14038 -0.00764
59 H 1.55842 4.31276 0.69329
60 H 0.51354 5.75392 0.51697
61 H 0.40745 4.99555 2.95154
62 H -0.14306 3.47627 2.43823
63 H -1.63343 5.80224 2.00515
64 C 2.31085 0.94553 5.20428
65 C 2.14836 1.85055 6.42581
66 O 2.95939 1.35126 7.48980
67 H 2.31366 -0.09634 5.51660
68 H 3.20555 1.22751 4.65446
69 H 1.45162 1.13576 4.55914
70 H 1.09284 1.94878 6.69896
71 H 2.52390 2.84563 6.14863
72 H 2.78930 1.91778 8.25101

Cartesian forces (eV/Å) of the 2 atoms listed first:
C 0.64 1.17 1.25
C -0.38 -0.04 -0.56

This record from the Open Molecules 2025 dataset describes a structure of composition C16H48O8 at a distorted geometry. The level of theory is wB97M-V/def2-TZVPD.

Computed properties:
- E_LUMO (eV) = -0.06
- Kohn-Sham gap (eV) = 7.89
- total charge = 0
- HOMO (eV) = -7.95

Element x y z (Å)
1 C -0.53609 0.83106 2.59911
2 C -1.37353 1.53588 1.52169
3 O -2.55484 2.02185 2.04723
4 H -0.30425 1.45327 3.46353
5 H 0.40365 0.50423 2.15395
6 H -0.99588 -0.12062 2.86556
7 H -1.66221 0.87683 0.70290
8 H -0.78872 2.33084 1.05894
9 H -2.98723 1.26000 2.43994
10 C 1.00770 0.37952 -0.23892
11 C -0.24515 -0.45348 -0.12377
12 O -1.21858 0.29318 -0.73068
13 H 0.90174 1.33369 0.27724
14 H 1.26124 0.59202 -1.27750
15 H 1.84398 -0.18591 0.17220
16 H -0.47462 -0.65301 0.92297
17 H -0.16621 -1.42794 -0.60573
18 H -1.94484 -0.26841 -1.01132
19 C -1.95967 2.49148 -1.80084
20 C -1.25448 2.69562 -0.47017
21 O -0.02689 1.96692 -0.47426
22 H -1.43225 2.73607 -2.72286
23 H -2.89809 3.04024 -1.88026
24 H -2.22748 1.45112 -1.98533
25 H -1.92122 2.32856 0.31011
26 H -0.97030 3.72239 -0.23972
27 H -0.20528 1.02449 -0.43425
28 C -3.01547 -0.21003 0.67593
29 C -3.70475 -0.42790 2.05907
30 O -2.89564 0.21870 3.06770
31 H -2.99385 0.84481 0.40219
32 H -3.52343 -0.72213 -0.14127
33 H -1.97856 -0.54606 0.67666
34 H -3.76663 -1.49674 2.26367
35 H -4.69547 0.02549 2.09085
36 H -3.36210 0.25322 3.90604
37 C 1.95477 -0.91454 -2.04274
38 C 2.72921 0.17202 -2.85068
39 O 2.20750 0.12938 -4.19451
40 H 2.08515 -0.67358 -0.98774
41 H 2.35946 -1.91937 -2.16377
42 H 0.88539 -0.91463 -2.25378
43 H 3.80935 0.04155 -2.91673
44 H 2.57523 1.14389 -2.38179
45 H 2.75604 0.72993 -4.70444
46 C 2.83229 1.65121 1.65519
47 C 2.34900 0.22490 1.90205
48 O 3.12969 -0.41335 2.88488
49 H 2.90929 2.20493 2.59091
50 H 2.19421 2.18482 0.95075
51 H 3.80482 1.56744 1.17016
52 H 2.31996 -0.33776 0.96895
53 H 1.32706 0.26520 2.27904
54 H 2.78687 -1.30988 2.90242
55 C 1.38277 -2.48840 0.68341
56 C 2.79809 -2.94745 1.10660
57 O 3.59084 -3.22871 -0.01937
58 H 1.56782 -1.52978 0.19872
59 H 0.76218 -2.31904 1.56336
60 H 0.86703 -3.18172 0.01902
61 H 2.73402 -3.85161 1.71197
62 H 3.30950 -2.17628 1.68268
63 H 4.38011 -3.62223 0.35986
64 C -0.70779 -0.39189 -2.73273
65 C -1.96255 -1.27365 -2.51005
66 O -2.31260 -1.16034 -1.18564
67 H -0.94854 0.59162 -2.32923
68 H -0.39280 -0.25268 -3.76690
69 H 0.19422 -0.76334 -2.24639
70 H -1.72751 -2.32340 -2.68579
71 H -2.76128 -0.96821 -3.18594
72 H -3.12340 -1.64426 -1.01238

Cartesian forces (eV/Å) of the 2 atoms listed first:
C -0.05 -0.48 -0.69
C 2.45 -0.60 4.58